No. 1
The following is a DFT calculation (ωB97M-V with the def2-TZVPD basis set) of C18H25N3O4 in the gas phase.

```
50
Properties=species:S:1:pos:R:3:mulliken_charge:R:1
C 2.834 1.218 0.655 -1.5792
C 2.036 -0.023 0.274 0.3258
C 1.880 -0.965 1.468 -1.2987
C 1.086 -2.236 1.125 1.8389
C 0.993 -3.218 2.309 -1.5017
C 0.337 -2.647 3.564 -0.0164
C 0.097 -3.743 4.596 -1.4663
N 1.628 -2.917 -0.030 -0.1651
C 0.770 -3.001 -1.069 0.2464
O 0.918 -3.549 -2.125 -0.6416
N -0.394 -2.310 -0.663 0.2890
C -1.523 -2.121 -1.547 -1.0668
C -1.547 -0.702 -2.153 0.8150
O -1.479 -0.516 -3.344 -0.6446
N -1.648 0.252 -1.196 -0.0017
C -1.571 1.643 -1.335 0.5160
C -1.544 2.398 -0.161 -0.6416
C -1.458 3.771 -0.237 -0.9950
C -1.397 4.417 -1.462 -0.5004
C -1.424 3.667 -2.632 0.5336
O -1.372 4.184 -3.889 -0.3911
C -1.296 5.579 -4.043 -0.8734
C -1.511 2.276 -2.564 -0.3772
C -0.292 -1.845 0.607 -0.1865
O -1.143 -1.210 1.195 -0.7717
H 3.830 0.946 0.995 0.3908
H 2.930 1.881 -0.201 0.4254
H 2.333 1.762 1.453 0.3380
H 1.051 0.285 -0.083 -0.0941
H 2.539 -0.541 -0.546 0.3386
H 1.350 -0.443 2.264 0.4997
H 2.866 -1.255 1.840 0.4419
H 2.005 -3.557 2.546 0.4869
H 0.421 -4.089 1.974 0.3022
H 0.980 -1.881 4.001 0.2413
H -0.612 -2.180 3.298 0.2689
H -0.354 -3.325 5.492 0.4057
H 1.034 -4.220 4.874 0.3371
H -0.572 -4.504 4.200 0.3488
H 2.531 -3.359 -0.041 0.2358
H -2.448 -2.300 -0.991 0.3026
H -1.419 -2.841 -2.362 0.4537
H -1.736 -0.065 -0.233 0.0397
H -1.590 1.901 0.797 0.4740
H -1.436 4.357 0.670 0.3724
H -1.330 5.493 -1.488 0.4059
H -0.385 5.986 -3.591 0.3471
H -2.170 6.081 -3.613 0.3473
H -1.273 5.756 -5.117 0.2452
H -1.528 1.711 -3.480 0.5995
```

As for the frontier orbital gap: 8.990 eV. As for the spin multiplicity: 1. The LUMO energy comes out at 0.67 eV. As for the net charge: 0. The SMILES is CCCC1(CCC)NC(=O)N(CC(=O)Nc2cccc(OC)c2)C1=O. For the HOMO energy, the calculation gives -8.3 eV. The value obtained for the electronic energy is -1166.21424 Eh.

***

No. 2
The following is a DFT calculation (ωB97M-V with the def2-TZVPD basis set) of 2 unconnected molecules or ions with the total composition C8H18NSi in a non-equilibrium geometry.

```
28
Properties=species:S:1:pos:R:3:mulliken_charge:R:1
C -2.649 -2.714 -0.224 0.3093
C -1.860 -1.921 0.182 -0.9930
C -0.508 2.516 0.068 -0.9602
C -2.551 1.259 0.344 -0.6535
C 0.889 -0.595 -1.843 -1.1107
C 2.688 0.286 0.563 -0.9896
C 0.985 -2.555 0.836 -0.9465
C -0.414 0.190 0.780 -0.7436
N -1.123 1.112 -0.081 0.2364
Si 1.204 -0.826 0.033 0.2814
H -3.276 -3.349 -0.813 0.4065
H 0.571 2.414 -0.160 0.2935
H -1.193 3.299 -0.521 0.3528
H -0.417 2.660 1.064 0.5255
H -2.714 0.195 0.679 0.2599
H -2.749 1.958 1.219 0.2912
H -3.077 1.541 -0.603 0.3748
H 1.531 -1.169 -2.476 0.4473
H -0.263 -0.855 -2.040 0.2333
H 1.174 0.342 -2.181 0.4149
H 2.764 1.047 -0.290 0.2645
H 2.411 0.688 1.593 0.3040
H 3.487 -0.400 0.640 0.4130
H 0.035 -3.011 0.238 0.2377
H 1.885 -3.152 0.608 0.3672
H 0.852 -2.408 1.840 0.3962
H -0.601 0.193 1.780 0.6642
H -1.105 0.910 -1.006 0.3234
```

As for the frontier orbital gap (alpha / beta): 8.118 / 7.472 eV. As for the spin multiplicity: 1. The LUMO energy (alpha / beta) comes out at -5.21 / -5.66 eV. As for the net charge: +1. For the HOMO energy (alpha / beta), the calculation gives -13.3 / -13.1 eV. The value obtained for the electronic energy is -659.33424 Eh.

***

No. 3
The following is a DFT calculation (ωB97M-V with the def2-TZVPD basis set) of a molecular structure, C37H49F2N5O2PbS2.

```
98
Properties=species:S:1:pos:R:3:mulliken_charge:R:1
Pb -0.583 0.010 -0.818 0.8504
O -1.747 2.082 0.377 -0.4769
N -2.540 3.016 -0.072 0.3939
C -3.142 3.798 0.855 -0.4117
C -4.008 4.804 0.522 -0.9458
C -4.272 5.020 -0.835 -0.1330
C -3.654 4.235 -1.766 -0.9442
C -2.751 3.193 -1.426 0.2053
S -1.972 2.199 -2.561 -0.3083
H -2.871 3.533 1.866 0.5301
H -4.466 5.392 1.305 0.3668
H -4.960 5.797 -1.147 0.3342
H -3.834 4.373 -2.823 0.3674
C 3.081 -1.863 2.482 -1.4123
C 3.540 -1.340 1.119 0.3696
C 2.796 -2.054 -0.010 0.5863
C 3.483 0.182 1.055 1.3500
C 4.710 0.848 0.996 -1.0541
C 4.799 2.234 0.947 -1.5081
C 3.622 2.967 0.977 -0.2161
C 2.379 2.342 1.052 0.6255
C 1.119 3.184 1.077 2.4242
C 0.876 3.874 -0.267 -1.4371
C 1.128 4.203 2.218 -1.8076
C 2.274 0.928 1.078 -1.7310
N 1.025 0.315 1.050 1.4934
C 0.332 0.086 2.243 -0.8492
C -0.817 -0.627 2.280 -0.3702
N -1.358 -1.238 1.132 1.0755
C -2.481 -2.057 1.319 -1.2670
C -3.753 -1.516 1.627 0.5313
C -4.861 -2.349 1.779 -0.1394
C -4.759 -3.721 1.628 -1.5787
C -3.515 -4.258 1.328 -1.0361
C -2.379 -3.462 1.180 1.2438
C -1.058 -4.175 0.929 0.4060
C -0.043 -3.918 2.047 -1.0417
C -0.445 -3.876 -0.441 -0.9142
C -3.952 -0.016 1.743 2.8690
C -4.994 0.488 0.737 -1.3839
C -4.340 0.395 3.164 -1.7057
H 3.228 -2.947 2.544 0.3987
H 2.020 -1.652 2.641 0.1138
H 3.647 -1.389 3.289 0.4051
H 4.600 -1.593 1.009 0.4389
H 1.742 -1.785 0.013 -0.6635
H 2.885 -3.141 0.101 0.6866
H 3.199 -1.771 -0.987 -0.9759
H 5.621 0.255 0.986 0.3355
H 5.764 2.727 0.903 0.3344
H 3.666 4.052 0.943 0.3117
H 0.286 2.508 1.248 -0.9512
H 1.655 4.619 -0.471 0.3655
H -0.096 4.379 -0.272 0.3064
H 0.867 3.149 -1.085 0.2170
H 1.960 4.911 2.131 0.2841
H 1.211 3.702 3.187 0.4127
H 0.197 4.779 2.213 0.4370
H 0.721 0.492 3.178 -0.1509
H -1.300 -0.785 3.243 -0.0361
H -5.827 -1.906 2.007 0.3092
H -5.629 -4.359 1.734 0.3244
H -3.414 -5.332 1.204 0.3109
H -1.300 -5.242 0.947 0.4948
H 0.222 -2.860 2.090 -0.1791
H 0.872 -4.498 1.867 0.4281
H -0.447 -4.207 3.022 0.3595
H -0.097 -2.843 -0.483 -0.4268
H -1.166 -4.005 -1.252 0.3359
H 0.413 -4.538 -0.620 0.4484
H -3.006 0.463 1.506 -1.3539
H -6.001 0.138 0.992 0.3861
H -4.765 0.137 -0.273 0.1440
H -5.017 1.583 0.715 0.3799
H -5.255 -0.115 3.488 0.2883
H -4.522 1.475 3.217 0.4418
H -3.544 0.150 3.870 0.3546
N 1.967 0.554 -2.017 -0.0765
C 2.680 0.510 -2.920 0.0287
N 3.479 0.363 -3.982 -0.1223
C 4.913 0.589 -3.755 -0.7042
C 5.572 -0.706 -3.325 -0.1862
O 5.317 -1.742 -4.267 -0.4664
C 3.918 -2.002 -4.373 -0.2210
C 3.184 -0.774 -4.865 -0.6758
H 5.035 1.354 -2.990 0.4636
H 5.348 0.943 -4.691 0.2971
H 5.193 -0.996 -2.338 0.0979
H 6.653 -0.589 -3.266 0.3771
H 3.522 -2.300 -3.395 0.0842
H 3.800 -2.829 -5.069 0.3732
H 2.107 -0.939 -4.886 0.4860
H 3.526 -0.510 -5.867 0.2800
F -3.540 -1.237 -4.560 -0.2808
C -3.076 -1.649 -3.307 0.9049
F -3.790 -2.826 -3.077 -0.2946
H -3.460 -0.918 -2.599 -0.6002
S -1.341 -1.869 -3.247 -0.4310
```

As for the frontier orbital gap: 4.259 eV. As for the spin multiplicity: 1. The LUMO energy comes out at 4.08 eV. As for the net charge: -2. For the HOMO energy, the calculation gives -0.2 eV. The value obtained for the electronic energy is -3052.50708 Eh.

***

No. 4
The following is a DFT calculation (ωB97M-V with the def2-TZVPD basis set) of a molecular structure, C12H24ClCoIO10.

```
49
Properties=species:S:1:pos:R:3:mulliken_charge:R:1
Co -1.111 0.425 1.116 0.5578
I -0.157 2.008 3.125 -0.5324
Cl -3.330 -0.167 1.574 -0.5368
C 1.809 -1.407 3.596 -0.3963
O 1.243 -2.607 3.063 -0.3824
C 0.160 -2.435 2.323 0.8155
O -0.358 -1.369 2.095 -0.4353
O -0.286 -3.591 1.885 -0.3601
C -1.506 -3.517 1.138 -0.2622
H 2.679 -1.711 4.167 0.1966
H 1.100 -0.902 4.251 0.3097
H 2.084 -0.714 2.803 0.0349
H -1.660 -4.501 0.711 0.2422
H -1.450 -2.723 0.397 -0.1513
H -2.343 -3.264 1.792 0.3175
C -3.809 0.236 -1.829 -0.3493
O -2.888 -0.572 -2.579 -0.4116
C -1.830 -1.028 -1.933 0.5624
O -1.432 -0.658 -0.853 0.1831
O -1.229 -1.931 -2.690 -0.4218
C -0.003 -2.451 -2.207 -0.2357
H -4.441 0.725 -2.562 0.2257
H -3.275 0.941 -1.201 -0.0097
H -4.411 -0.400 -1.184 0.3039
H -0.174 -3.296 -1.542 0.3085
H 0.573 -1.701 -1.661 -0.2128
H 0.587 -2.755 -3.067 0.3460
C 2.599 2.199 -0.218 -0.5835
O 3.009 0.828 -0.049 -0.4409
C 2.019 -0.027 0.099 0.2635
O 0.865 0.288 0.228 0.6786
O 2.404 -1.294 0.160 -0.2389
C 3.787 -1.628 0.069 -0.8125
H 2.103 2.334 -1.178 0.3069
H 3.517 2.774 -0.154 0.2881
H 1.930 2.501 0.589 0.1159
H 3.877 -2.702 0.195 0.2335
H 4.369 -1.111 0.829 0.3188
H 4.203 -1.362 -0.904 0.3160
C -0.943 3.217 -2.252 -1.2657
C -1.095 3.131 -0.768 0.7837
O -1.422 2.095 -0.229 -0.5117
C -0.807 4.363 0.015 -1.1514
H -0.952 2.232 -2.718 0.2362
H -0.082 3.815 -2.547 0.4057
H -1.827 3.718 -2.670 0.3812
H -0.894 5.272 -0.577 0.4089
H 0.203 4.263 0.434 0.2297
H -1.407 4.461 0.920 0.3313
```

As for the frontier orbital gap (alpha / beta): 7.846 / 7.806 eV. As for the spin multiplicity: 4. The LUMO energy (alpha / beta) comes out at 0.19 / 0.19 eV. The expectation value of S² is 3.756. As for the net charge: 0. For the HOMO energy (alpha / beta), the calculation gives -7.7 / -7.6 eV. The value obtained for the electronic energy is -3364.80631 Eh.

***

No. 5
The following is a DFT calculation (ωB97M-V with the def2-TZVPD basis set) of C4H7NO in the gas phase in a non-equilibrium geometry.

```
13
Properties=species:S:1:pos:R:3:mulliken_charge:R:1
C -0.910 -1.321 -0.014 -0.8877
C 0.522 -0.964 -0.305 0.6041
O 1.186 -1.555 -1.122 -0.5946
N 1.083 0.132 0.349 -0.3162
C 0.349 1.226 0.910 -0.1754
C 0.393 1.157 -0.557 -0.4616
H -1.391 -1.471 -0.979 0.2819
H -0.861 -2.263 0.528 0.3179
H -1.472 -0.588 0.575 0.3054
H 1.046 1.917 1.357 0.2333
H -0.595 1.108 1.437 0.1967
H 1.103 1.657 -1.191 0.2820
H -0.560 0.948 -1.065 0.2141
```

As for the frontier orbital gap: 10.736 eV. As for the spin multiplicity: 1. The LUMO energy comes out at 0.95 eV. As for the net charge: 0. The SMILES is CC(=O)N1CC1. For the HOMO energy, the calculation gives -9.8 eV. The value obtained for the electronic energy is -286.53671 Eh.

***

No. 6
The following is a DFT calculation (ωB97M-V with the def2-TZVPD basis set) of a molecular structure, C2H3BrN2O2S in a non-equilibrium geometry.

```
11
Properties=species:S:1:pos:R:3:mulliken_charge:R:1
C -1.854 0.613 -0.565 0.3778
C 1.195 -0.053 -0.615 -0.6603
N -2.168 1.543 0.002 -0.3995
N -1.318 -0.430 -1.253 -0.3558
O 0.304 -2.361 -1.559 -0.5676
O -0.404 -1.646 0.784 -0.5502
S -0.013 -1.365 -0.572 1.0729
Br 2.863 -0.929 -0.794 -0.0593
H 0.921 0.508 -1.367 0.4696
H 1.041 0.640 0.322 0.3791
H -1.942 -0.900 -1.942 0.2934
```

As for the frontier orbital gap: 11.220 eV. As for the spin multiplicity: 1. The LUMO energy comes out at 0.22 eV. As for the net charge: 0. For the HOMO energy, the calculation gives -11.0 eV. The value obtained for the electronic energy is -3310.13237 Eh.